# 1
C51H28IN6O7Ta | wB97M-V/def2-TZVPD

```
94
Properties=species:S:1:pos:R:3:lowdin_charge:R:1
Ta 0.347 0.216 -0.058 1.631
I -1.357 1.633 2.526 1.146
C 0.255 2.877 2.896 -0.620
C 0.185 3.680 4.002 -0.183
C 1.253 4.530 4.327 -0.105
C 2.356 4.532 3.535 -0.058
C 2.452 3.695 2.399 -0.177
C 3.651 3.706 1.660 -0.063
C 3.777 2.868 0.595 -0.076
C 2.707 2.045 0.219 -0.142
C 1.478 1.982 0.863 -0.199
C 1.380 2.832 2.024 -0.220
H -0.691 3.651 4.634 0.076
H 1.194 5.158 5.205 0.093
H 3.203 5.165 3.769 0.102
H 4.454 4.361 1.974 0.099
H 4.700 2.822 0.032 0.103
H 2.916 1.385 -0.610 0.072
C -2.610 3.286 -1.596 -0.098
C -3.292 2.622 -2.607 -0.103
C -3.088 1.269 -2.779 -0.056
C -2.208 0.574 -1.940 -0.200
C -1.508 1.221 -0.913 -0.236
C -1.735 2.596 -0.781 -0.183
C -1.996 -0.876 -2.122 -0.213
C -2.992 -1.670 -2.757 0.001
C -2.861 -3.019 -2.779 -0.006
C -1.751 -3.619 -2.143 -0.160
C -1.634 -5.021 -2.029 -0.047
C -0.617 -5.572 -1.305 -0.086
C 0.320 -4.733 -0.676 -0.056
C 0.247 -3.374 -0.791 -0.013
C -0.794 -2.776 -1.539 -0.190
N -0.914 -1.406 -1.587 0.088
H -2.736 4.354 -1.467 0.098
H -3.962 3.161 -3.265 0.090
H -3.595 0.759 -3.586 0.091
H -1.179 3.155 -0.040 0.058
H -3.872 -1.195 -3.160 0.098
H -3.623 -3.649 -3.221 0.114
H -2.389 -5.641 -2.498 0.105
H -0.541 -6.645 -1.193 0.096
H 1.107 -5.169 -0.076 0.108
H 0.968 -2.743 -0.298 0.087
O 2.545 -2.143 -2.649 0.078
C 2.273 -1.049 -2.184 -0.549
O 1.838 -0.882 -0.972 -0.215
C 2.494 0.200 -2.986 -0.038
C 3.426 0.174 -3.996 0.076
C 3.668 1.331 -4.732 -0.146
C 2.990 2.512 -4.473 0.077
C 2.049 2.538 -3.460 -0.033
C 1.743 1.380 -2.674 -0.261
O 0.841 1.344 -1.779 -0.187
N 1.382 3.824 -3.252 -0.338
O 0.590 3.950 -2.346 0.107
O 1.605 4.702 -4.074 0.032
N 4.650 1.312 -5.797 -0.368
O 4.829 2.337 -6.440 0.041
O 5.247 0.270 -6.015 0.051
H 3.950 -0.745 -4.211 0.130
H 3.185 3.404 -5.048 0.124
C 1.273 -0.522 1.655 -0.172
C 2.265 -0.552 2.405 -0.118
C 3.337 -0.410 3.232 -0.168
C 4.683 -0.619 2.706 -0.171
C 5.798 -0.812 3.528 -0.053
C 7.055 -1.031 2.989 -0.116
C 7.238 -1.075 1.615 -0.127
C 6.135 -0.910 0.785 -0.094
C 4.881 -0.691 1.316 -0.023
C 3.073 0.015 4.606 -0.185
C 1.940 -0.452 5.282 -0.028
C 1.620 0.014 6.542 -0.099
C 2.421 0.961 7.166 -0.124
C 3.541 1.444 6.501 -0.107
C 3.861 0.983 5.238 -0.053
H 5.678 -0.805 4.604 0.102
H 7.897 -1.175 3.655 0.089
H 8.221 -1.243 1.194 0.084
H 6.252 -0.950 -0.291 0.098
H 4.028 -0.565 0.659 0.097
H 1.303 -1.175 4.789 0.115
H 0.731 -0.360 7.036 0.096
H 2.166 1.328 8.151 0.084
H 4.158 2.210 6.958 0.091
H 4.706 1.408 4.711 0.112
N -1.255 -1.013 0.922 -0.026
C -1.939 -1.886 1.272 -0.155
C -2.746 -2.924 1.685 -0.279
C -4.023 -3.059 1.123 -0.265
N -5.076 -3.176 0.665 0.104
C -2.241 -3.907 2.550 -0.258
N -1.853 -4.731 3.258 0.107
```

Charge: -2
Energy above the lowest of the compared OMol25 structures with the same formula, charge and spin in kcal per mole: 8.21
2S+1: 1
Frontier orbital gap (spin up / spin down) in eV: 5.27 / 5.00

# 2
C51H37I4IrN10S3 | wB97M-V/def2-TZVPD

```
106
Properties=species:S:1:pos:R:3:mulliken_spin:R:1
Ir -0.797 0.741 0.040 0.626
I 6.948 -1.410 5.772 0.000
C 5.251 -0.898 4.696 0.003
C 4.247 -1.834 4.493 -0.002
C 3.123 -1.488 3.756 0.003
C 2.967 -0.207 3.222 0.007
C 3.988 0.719 3.446 0.006
C 5.119 0.383 4.172 -0.002
C 1.797 0.146 2.392 0.010
C 1.993 0.826 1.138 -0.004
C 3.111 0.662 0.371 0.023
C 1.773 1.369 -1.614 0.026
C 0.865 1.987 -0.553 -0.046
C 0.356 3.344 -0.918 0.067
C 1.133 4.521 -0.532 -0.010
C 0.593 5.811 -0.543 0.027
C 1.325 6.900 -0.105 -0.014
C 2.620 6.725 0.367 0.029
I 3.695 8.346 1.089 0.002
C 3.185 5.459 0.374 -0.019
C 2.448 4.376 -0.077 0.014
C -0.888 3.265 -1.429 -0.049
N -1.547 2.059 -1.209 0.232
C -2.809 2.151 -1.794 -0.045
C -3.762 1.209 -1.778 0.035
C -5.075 1.456 -2.436 0.021
C -6.055 2.207 -1.796 0.009
C -7.271 2.463 -2.415 0.002
C -7.511 1.961 -3.686 0.000
I -9.326 2.341 -4.621 0.000
C -6.544 1.207 -4.338 0.001
C -5.334 0.957 -3.709 0.006
C -3.561 -0.093 -1.161 -0.041
C -4.400 -1.130 -1.296 0.030
C -3.817 -2.313 -0.582 0.012
C -2.498 -1.712 0.027 -0.015
N -2.447 -0.372 -0.358 0.053
C -2.345 -1.950 1.493 0.000
C -1.422 -1.286 2.208 -0.006
C -1.093 -1.545 3.613 -0.002
C 0.082 -0.969 3.866 0.011
C 0.532 -0.304 2.639 -0.036
N -0.468 -0.404 1.687 0.003
C -3.151 -3.026 2.138 -0.007
C -2.769 -4.360 2.022 -0.002
C -3.526 -5.368 2.601 0.000
C -4.677 -5.043 3.306 0.000
I -5.815 -6.548 4.169 0.000
C -5.070 -3.718 3.434 0.001
C -4.308 -2.718 2.848 0.002
C -2.902 3.476 -2.419 -0.005
C -1.769 4.148 -2.185 0.006
N 0.958 1.632 0.737 -0.009
H 4.340 -2.831 4.904 0.000
H 2.355 -2.235 3.583 -0.001
H 3.882 1.728 3.064 0.001
H 5.891 1.121 4.342 0.000
H 3.999 0.177 0.732 0.000
H 2.005 2.166 -2.331 -0.003
H -0.424 5.973 -0.869 0.002
H 0.879 7.885 -0.114 0.000
H 4.195 5.315 0.733 -0.001
H 2.918 3.399 -0.065 0.012
H -5.865 2.595 -0.803 0.000
H -8.025 3.049 -1.907 0.000
H -6.730 0.821 -5.330 0.000
H -4.578 0.369 -4.215 0.001
H -5.319 -1.156 -1.854 0.003
H -4.445 -2.690 0.226 0.004
H -1.705 -2.129 4.282 0.000
H 0.625 -0.954 4.798 0.000
H -1.872 -4.617 1.471 -0.001
H -3.220 -6.400 2.503 0.000
H -5.968 -3.465 3.982 0.000
H -4.612 -1.683 2.945 -0.001
H -3.753 3.807 -2.993 -0.001
H -1.501 5.122 -2.560 -0.001
C 3.931 -4.836 -0.078 0.000
N 2.896 -3.868 0.255 -0.001
C 1.669 -3.887 -0.259 -0.001
N 1.375 -4.637 -1.306 0.001
S 0.496 -2.899 0.542 0.001
H 4.849 -4.535 0.418 0.000
H 4.124 -4.841 -1.151 0.000
H 3.663 -5.841 0.252 0.000
H 3.021 -3.302 1.083 0.000
H 2.067 -5.195 -1.776 0.000
H 0.426 -4.630 -1.661 0.001
C 6.146 2.122 -1.920 0.003
C 5.518 0.811 -1.423 0.000
C 4.072 0.783 -1.813 0.026
N 3.095 1.025 -0.989 -0.010
N 1.283 0.232 -2.332 -0.006
C 2.057 -0.164 -3.251 0.002
N 1.742 -1.164 -4.110 0.000
S 3.704 0.543 -3.498 0.004
H 7.177 2.184 -1.576 0.000
H 5.601 2.985 -1.537 0.000
H 6.149 2.176 -3.009 0.000
H 5.608 0.748 -0.341 0.000
H 6.043 -0.044 -1.851 0.001
H 0.790 -1.494 -4.091 0.000
H 2.322 -1.387 -4.897 0.000
S -0.936 -2.722 -0.938 0.010
C -3.626 -3.423 -1.526 0.002
N -3.487 -4.257 -2.303 0.000
```

Charge: +1
Energy above the lowest of the compared OMol25 structures with the same formula, charge and spin in kcal per mole: 0.00
2S+1: 2
<S²>: 0.771
Frontier orbital gap (spin up / spin down) in eV: 5.24 / 5.15

# 3
C51H38Cl4FeN6O2S | wB97M-V/def2-TZVPD

```
103
Properties=species:S:1:pos:R:3:mulliken_spin:R:1
Fe 12.131 15.431 15.436 3.814
Cl 20.180 19.128 18.800 0.003
C 18.599 18.605 18.246 0.030
C 18.433 17.314 17.809 -0.022
C 17.170 16.910 17.318 0.029
C 16.184 17.867 17.100 0.040
C 16.377 19.231 17.498 0.045
C 17.560 19.539 18.212 -0.018
C 14.916 17.433 16.402 0.093
C 13.687 17.815 16.791 0.029
C 13.518 18.657 17.959 -0.034
C 12.201 18.754 18.170 0.028
C 11.511 18.065 17.099 -0.141
C 10.209 18.215 16.754 0.184
C 9.173 18.837 17.653 0.032
C 8.254 19.784 17.040 0.047
C 7.271 20.433 17.754 -0.015
C 6.986 19.965 19.018 0.030
Cl 5.536 20.609 19.811 0.003
C 7.787 19.000 19.629 -0.018
C 8.913 18.471 18.924 0.032
C 8.879 15.766 15.762 0.067
N 9.968 15.052 15.476 0.061
C 9.596 13.699 15.898 0.147
C 10.248 12.566 15.501 -0.004
C 9.857 11.189 15.929 -0.036
C 10.783 10.458 16.656 -0.013
C 10.503 9.173 17.062 0.002
C 9.233 8.646 16.867 -0.004
Cl 8.990 7.089 17.476 -0.001
C 8.292 9.364 16.113 0.003
C 8.675 10.584 15.588 -0.012
C 11.342 12.621 14.596 0.157
C 11.874 11.422 13.991 -0.059
C 12.967 11.803 13.253 0.097
C 13.148 13.193 13.560 -0.052
N 12.145 13.687 14.309 -0.018
C 14.374 13.861 13.152 0.084
C 14.782 15.020 13.744 0.085
C 16.070 15.650 13.438 -0.077
C 16.234 16.576 14.376 0.066
C 15.135 16.579 15.262 -0.090
N 14.280 15.625 14.928 -0.007
C 15.158 13.134 12.058 -0.001
C 14.577 13.098 10.799 -0.007
C 15.290 12.532 9.725 0.001
C 16.529 11.994 9.951 0.000
Cl 17.332 11.083 8.675 0.000
C 17.091 12.013 11.202 0.002
C 16.454 12.626 12.226 -0.002
C 8.380 13.819 16.703 -0.035
C 7.930 15.114 16.574 0.078
N 12.477 17.466 16.291 0.198
H 19.187 16.572 17.599 0.000
H 17.020 15.900 16.951 0.005
H 15.779 20.077 17.280 0.001
H 17.731 20.596 18.557 0.000
H 14.336 19.021 18.550 -0.002
H 11.648 19.333 18.855 0.004
H 8.290 19.889 15.958 0.006
H 6.627 21.126 17.244 0.000
H 7.541 18.712 20.654 -0.001
H 9.547 17.734 19.343 -0.004
H 11.714 10.928 16.878 -0.001
H 11.207 8.626 17.581 0.000
H 7.321 8.883 15.881 0.000
H 7.923 11.067 15.002 -0.001
H 11.553 10.407 13.962 -0.005
H 13.525 11.166 12.597 -0.003
H 16.757 15.392 12.631 -0.001
H 17.124 17.095 14.485 0.003
H 13.664 13.661 10.667 0.000
H 14.957 12.565 8.732 0.000
H 18.098 11.668 11.368 0.000
H 17.050 12.728 13.127 0.002
H 7.950 12.996 17.196 -0.003
H 7.011 15.502 16.849 0.002
C 13.495 13.151 19.087 0.007
S 13.900 14.141 17.599 -0.001
C 14.297 12.775 16.562 0.004
O 12.462 14.605 17.256 0.017
H 12.495 12.822 18.914 -0.001
H 13.388 13.760 19.982 0.001
H 14.184 12.373 19.293 0.000
H 15.002 12.121 17.092 -0.001
H 14.700 13.033 15.571 0.004
H 13.368 12.210 16.339 -0.002
N 8.799 17.003 15.220 0.069
C 9.740 17.881 15.410 0.048
N 10.077 18.758 14.422 0.032
C 11.101 19.827 14.545 0.007
C 10.495 21.085 13.938 0.001
O 9.954 20.851 12.659 0.000
C 8.975 19.834 12.631 0.003
C 9.648 18.556 13.093 -0.005
H 11.904 19.548 13.825 0.000
H 11.497 19.965 15.539 -0.006
H 11.246 21.886 13.878 0.000
H 9.681 21.525 14.572 0.000
H 8.653 19.783 11.602 0.000
H 8.073 20.097 13.243 0.000
H 10.639 18.423 12.485 0.002
H 8.987 17.741 13.027 -0.003
```

Charge: +1
2S+1: 6
<S²>: 8.986
Frontier orbital gap (spin up / spin down) in eV: 5.77 / 4.60

# 4
C51H39F3IO28P | wB97M-V/def2-TZVPD

```
123
Properties=species:S:1:pos:R:3:lowdin_charge:R:1
C -0.515 1.145 2.744 -0.044
C -1.937 1.483 2.380 -0.265
C -2.724 0.590 1.657 -0.032
C -4.041 0.905 1.365 -0.045
C -4.617 2.108 1.773 -0.282
C -6.065 2.380 1.444 -0.331
P -7.123 2.295 2.947 0.609
I -6.934 4.825 3.493 0.265
C -7.553 0.425 2.703 -0.770
F -8.217 0.175 1.566 0.084
F -8.386 0.058 3.704 0.061
F -6.508 -0.406 2.767 0.099
C -3.813 3.008 2.466 -0.056
C -2.489 2.702 2.770 -0.029
H -0.523 0.277 3.388 0.062
H -0.090 1.952 3.329 0.079
H 0.078 0.932 1.861 0.084
H -2.294 -0.344 1.335 0.112
H -4.636 0.198 0.803 0.102
H -6.368 1.607 0.748 0.077
H -6.206 3.361 1.025 0.025
H -6.571 1.988 4.190 0.019
H -8.498 2.527 2.867 -0.004
H -4.186 3.967 2.782 0.041
H -1.894 3.413 3.317 0.108
O 1.393 -0.894 3.967 0.043
C 1.940 -1.732 3.259 -0.316
C 2.847 -1.401 2.189 0.078
C 3.400 -2.380 1.448 -0.224
O 4.236 -2.133 0.463 0.114
C 3.086 -3.837 1.710 -0.306
O 3.599 -4.673 0.995 0.118
C 2.185 -4.163 2.806 0.077
C 1.646 -3.180 3.537 -0.234
O 0.816 -3.398 4.551 0.119
H 3.059 -0.355 2.016 0.138
H 4.531 -2.982 0.048 0.078
H 1.978 -5.206 2.995 0.136
H 0.572 -2.520 4.899 0.121
O 5.675 -3.833 -1.071 0.089
C 5.938 -4.055 -2.241 -0.275
C 5.117 -3.625 -3.351 0.085
C 5.486 -3.934 -4.603 -0.232
O 4.794 -3.578 -5.671 0.127
C 6.736 -4.724 -4.893 -0.310
O 6.984 -4.974 -6.056 0.117
C 7.567 -5.137 -3.776 0.081
C 7.198 -4.824 -2.527 -0.226
O 7.904 -5.164 -1.456 0.111
H 4.222 -3.060 -3.131 0.140
H 5.279 -3.932 -6.442 0.124
H 8.469 -5.691 -3.994 0.139
H 7.422 -4.817 -0.682 0.122
O -10.248 3.823 -4.905 0.111
C -9.398 3.882 -4.037 -0.310
C -8.641 5.084 -3.720 0.082
C -7.713 5.045 -2.755 -0.230
O -6.978 6.095 -2.407 0.107
C -7.424 3.786 -1.987 -0.286
O -6.544 3.817 -1.144 0.095
C -8.196 2.597 -2.282 0.068
C -9.124 2.635 -3.243 -0.224
O -9.874 1.584 -3.573 0.109
H -8.855 5.980 -4.285 0.138
H -6.391 5.787 -1.689 0.121
H -7.994 1.707 -1.709 0.103
H -10.458 1.887 -4.295 0.121
O -5.693 -5.073 -2.613 0.111
C -6.111 -3.932 -2.571 -0.313
C -7.485 -3.556 -2.851 0.077
C -7.842 -2.265 -2.793 -0.229
O -9.073 -1.840 -3.039 0.124
C -6.854 -1.185 -2.445 -0.288
O -7.270 -0.039 -2.427 0.081
C -5.486 -1.557 -2.149 0.076
C -5.130 -2.848 -2.204 -0.234
O -3.905 -3.276 -1.944 0.121
H -8.183 -4.341 -3.101 0.137
H -9.063 -0.866 -2.946 0.108
H -4.791 -0.771 -1.887 0.133
H -3.926 -4.246 -2.061 0.122
O 9.681 -3.248 0.152 0.099
C 10.700 -3.806 0.518 -0.311
C 11.133 -3.887 1.899 0.075
C 12.283 -4.508 2.195 -0.237
O 12.749 -4.625 3.429 0.120
C 13.151 -5.129 1.132 -0.314
O 14.186 -5.657 1.492 0.109
C 12.705 -5.068 -0.248 0.076
C 11.553 -4.450 -0.542 -0.234
O 11.072 -4.356 -1.774 0.113
H 10.505 -3.435 2.654 0.136
H 13.593 -5.112 3.355 0.121
H 13.326 -5.531 -1.001 0.136
H 10.226 -3.874 -1.695 0.106
O 3.198 1.125 4.778 0.112
C 4.076 1.083 5.615 -0.305
C 4.914 2.223 5.958 0.074
C 5.872 2.092 6.883 -0.242
O 6.674 3.085 7.249 0.113
C 6.121 0.790 7.591 -0.318
O 7.025 0.756 8.406 0.104
C 5.275 -0.344 7.269 0.073
C 4.311 -0.220 6.346 -0.222
O 3.512 -1.231 6.022 0.113
H 4.729 3.154 5.443 0.135
H 7.270 2.714 7.927 0.119
H 5.454 -1.270 7.797 0.135
H 2.885 -0.932 5.333 0.079
O -5.309 7.112 -6.135 0.108
C -4.249 6.819 -5.613 -0.313
C -3.995 6.899 -4.187 0.073
C -2.789 6.566 -3.708 -0.236
O -2.482 6.610 -2.419 0.119
C -1.673 6.110 -4.609 -0.315
O -0.605 5.844 -4.091 0.108
C -1.932 6.010 -6.034 0.074
C -3.140 6.340 -6.512 -0.238
O -3.457 6.275 -7.797 0.117
H -4.803 7.229 -3.548 0.125
H -1.552 6.322 -2.351 0.121
H -1.129 5.668 -6.672 0.135
H -4.385 6.572 -7.862 0.120
```

Energy above the lowest of the compared OMol25 structures with the same formula, charge and spin in kcal per mole: 0.00
2S+1: 1
Structure (SMILES): Cc1ccc(C[PH2](I)C(F)(F)F)cc1.O=C1C=C(O)C(=O)C=C1O.O=C1C=C(O)C(=O)C=C1O.O=C1C=C(O)C(=O)C=C1O.O=C1C=C(O)C(=O)C=C1O.O=C1C=C(O)C(=O)C=C1O.O=C1C=C(O)C(=O)C=C1O.O=C1C=C(O)C(=O)C=C1O
Frontier orbital gap in eV: 6.92

> What is the 2S+1 in the fourth record?

1

> The highest 2S+1 belongs to which entry?

C51H38Cl4FeN6O2S